Density functional theory data (ωB97M-V/def2-TZVPD) for a 5-piece molecular cluster, C42H53F32N2O10 overall.

Last column: Mulliken charge in e.
Geometry (Å):
1 H -0.136 -4.914 2.314  0.271
2 H 1.746 -5.393 -0.188  0.249
3 H 2.168 -3.876 -2.926  -0.271
4 C 4.830 -3.429 -2.284  0.039
5 C -6.618 -0.010 8.809  -0.709
6 O -6.811 -4.017 4.894  -0.428
7 C 5.852 -2.710 -1.223  -0.466
8 C 1.234 -0.408 -5.012  0.228
9 C -1.634 -5.286 0.304  -0.416
10 H 0.396 2.097 -1.622  0.028
11 H 5.352 -2.510 -0.166  0.151
12 C 2.841 1.018 3.872  -0.174
13 H 7.183 -0.865 -0.894  0.355
14 C 5.110 0.947 -0.904  0.607
15 F 6.819 7.835 -0.956  -0.274
16 C -1.153 -4.347 2.504  -0.591
17 O 7.364 1.848 0.170  -0.676
18 O 5.344 7.438 -4.269  -0.357
19 C -0.050 2.969 -2.270  0.330
20 H 5.086 3.195 1.134  0.184
21 F -7.350 -4.128 2.694  -0.272
22 O -7.050 -1.194 8.132  -0.366
23 H 5.439 -3.888 -3.202  0.202
24 C -2.359 -2.209 -4.869  0.021
25 H -0.724 -6.003 0.512  0.358
26 F -6.181 -6.142 2.350  -0.250
27 H 0.872 5.044 -2.897  0.229
28 H 6.760 -3.458 -1.072  0.311
29 O -2.210 -4.697 1.542  -0.258
30 H -1.748 -1.247 -8.085  0.406
31 H 4.312 -0.596 -2.382  -0.112
32 F 6.767 9.021 -3.485  -0.292
33 H 2.600 3.456 -3.025  0.219
34 C 3.774 1.796 -1.404  -0.679
35 F -7.867 -0.227 5.539  -0.257
36 H -2.290 -0.271 -6.760  0.312
37 N 2.907 2.467 4.207  -0.525
38 O 1.864 4.313 -1.148  -0.353
39 H -1.941 3.598 -2.762  0.311
40 H 0.555 -5.952 -1.562  0.327
41 F -9.601 -5.690 3.242  -0.272
42 H -7.481 2.703 8.546  0.283
43 H 4.716 11.327 -4.407  0.286
44 H -4.893 -3.472 5.105  0.529
45 H 4.454 8.083 -5.946  0.404
46 H 3.434 5.049 -2.447  -0.099
47 C 0.325 -3.770 -0.932  0.269
48 H -5.757 -0.340 9.404  0.410
49 C -7.144 2.220 7.626  0.061
50 C 5.863 7.489 -1.859  0.444
51 F -0.996 0.496 -5.138  -0.267
52 H 4.024 -2.724 -2.758  -0.255
53 C -1.556 -1.042 -7.024  -0.707
54 H 5.701 9.163 -5.418  0.308
55 F -8.997 -2.261 8.235  -0.297
56 H -1.782 -4.410 -1.823  0.124
57 F -3.496 -5.227 4.483  -0.276
58 F -5.325 -6.246 5.074  -0.284
59 C 2.993 4.013 -2.069  0.029
60 F -5.608 0.612 6.766  -0.252
61 F 4.762 8.223 -1.554  -0.227
62 F 5.036 10.396 -2.677  -0.198
63 F -6.608 3.186 6.832  -0.280
64 H -0.134 5.069 -1.206  0.216
65 C 0.124 0.236 -5.853  0.682
66 H 7.169 -1.457 -2.713  0.339
67 H -8.072 -2.191 5.771  -0.469
68 C -8.638 -5.515 4.186  0.224
69 H 0.642 -3.255 0.078  0.139
70 C -7.858 -4.216 3.946  0.795
71 H 4.618 -5.646 -1.661  0.249
72 F -0.644 -3.087 -6.274  -0.252
73 F -8.690 -3.147 4.086  -0.312
74 F 2.900 9.738 -5.433  -0.347
75 H 3.226 -0.988 2.571  0.242
76 H -1.828 -3.131 -0.434  0.287
77 H -5.417 -3.373 3.457  0.394
78 F -5.053 1.712 8.559  -0.335
79 C -6.115 1.133 7.915  0.902
80 C 4.451 2.500 1.840  -0.089
81 O 3.999 3.274 -1.290  0.107
82 O -0.217 -0.538 -7.001  -0.433
83 O -1.515 2.983 -2.069  -0.585
84 C 4.308 0.919 1.495  0.191
85 F -1.530 -1.522 -4.053  -0.140
86 H 2.492 -5.755 -3.064  0.331
87 F 0.549 1.438 -6.331  -0.328
88 O 6.907 2.755 -2.006  -0.799
89 C 2.475 -4.837 -2.309  0.205
90 F -7.829 -6.603 4.118  -0.223
91 C 6.504 -1.291 -1.749  -0.668
92 C 6.489 1.867 -0.874  0.276
93 C 6.337 7.751 -3.294  0.670
94 F 0.874 -1.639 -4.567  -0.273
95 H -7.348 0.327 9.553  0.306
96 C 4.210 10.651 -3.714  0.033
97 H 0.429 -2.930 -1.768  -0.164
98 H -1.525 -4.645 3.593  0.163
99 H -4.416 -5.278 2.027  0.128
100 H 3.854 4.281 3.283  0.251
101 C 3.964 -4.674 -1.577  -0.703
102 H -9.115 -5.510 5.169  0.261
103 F -2.688 -3.090 -7.018  -0.341
104 H 3.746 -4.355 -0.467  0.261
105 C -8.507 -1.261 6.143  1.054
106 H 0.218 2.752 -3.409  -0.061
107 H 2.810 1.571 -0.780  0.059
108 F -9.804 -1.201 5.738  -0.292
109 H -3.330 -1.709 -4.883  0.247
110 H -1.014 -3.163 2.483  0.227
111 C -5.487 -4.003 4.351  -0.982
112 C -1.286 -4.110 -0.798  -0.485
113 C 3.723 3.101 3.136  -0.263
114 F 1.506 0.337 -3.906  -0.113
115 F 3.017 8.591 -3.588  -0.245
116 H -2.482 -5.964 -0.167  0.236
117 H 5.837 -0.209 0.729  0.476
118 C 5.370 -0.170 -2.122  -0.477
119 F -4.289 -7.148 2.678  -0.286
120 H 3.562 1.561 -2.537  0.256
121 C 3.750 9.380 -4.418  0.952
122 C 0.603 4.442 -1.901  -0.312
123 H 2.240 0.378 4.685  0.236
124 H 2.154 -0.514 -5.591  0.238
125 C -1.794 -2.362 -6.277  0.967
126 F -9.034 -0.095 8.186  -0.284
127 C -8.400 -1.176 7.671  0.734
128 C -4.821 -5.374 4.161  0.848
129 C 1.268 -5.088 -1.214  -0.745
130 C 4.876 8.545 -5.045  -0.722
131 F -8.223 1.746 6.966  -0.199
132 C 3.422 0.172 2.641  -0.442
133 F 3.146 11.322 -3.195  -0.288
134 N 4.905 0.143 0.353  0.020
135 C -4.906 -5.938 2.747  0.389
136 H 5.616 6.435 -1.713  0.123
137 F 7.400 6.951 -3.580  -0.281
138 F -2.536 -3.428 -4.291  -0.292
139 H 5.737 0.485 -3.048  0.377

The charge is -1.

Density functional theory data (ωB97M-V/def2-TZVPD) for an isolated ion of composition C3H6IN2 and charge +1.

Last column: natural (NBO) charge in e.
Geometry (Å):
1 N -0.817 0.772 -0.125  -0.699
2 C 0.701 -1.225 0.017  0.229
3 H 0.793 0.217 -1.713  0.282
4 I 3.589 0.092 -0.078  0.278
5 H -0.770 1.707 0.323  0.460
6 H -1.460 0.794 -0.994  0.477
7 C 1.599 -0.089 0.490  -0.499
8 C 0.462 0.065 -0.543  -0.156
9 H 1.137 -2.975 0.603  0.384
10 H -1.155 0.085 0.594  0.460
11 H 1.272 0.493 1.446  0.259
12 N 0.524 -2.437 0.023  -0.475

As for the energy relative to the best compared isomer or geometry (same formula, charge and spin): 284.9 kJ/mol. The charge is +1.

| no. | DFT total energy (eV) | F_max (eV Å⁻¹) |
| --- | --- | --- |
| 1 | -154813.134 | 7.9 |
| 2 | -14279.161 | 4.5 |